C22H49N2P3PmS2 | ωB97M-V/def2-TZVPD

- highest occupied orbital energy (alpha / beta) (eV) = -14.909 / -14.960
- LUMO level (alpha / beta) (eV) = -9.8 / -9.7
- energy (eV) = -92656.0972
- relative energy (zero: lowest compared OMol25 entry of this formula, charge and spin) (kcal/mol) = 3.72
- HOMO-LUMO gap (alpha / beta) (Eh) = 0.18723 / 0.19343

```
! wB97M-V def2-TZVPD RIJCOSX def2/J DEFGRID3
* xyz 3 5
C -1.055 0.683 4.744
H 1.775 3.776 -3.433
H -1.708 3.869 -1.961
N -0.702 0.278 3.358
H 3.597 0.425 2.853
H 3.143 3.065 1.658
H -4.320 0.833 -0.698
C -1.803 -3.318 -6.119
H -2.138 0.888 4.788
H 1.866 3.273 0.406
H -1.364 2.760 -3.727
C -0.260 1.902 5.169
P -2.314 2.160 -0.313
H -0.861 -0.167 5.404
C 2.081 -4.126 0.241
H 3.038 -4.245 -0.279
H 0.461 -2.842 -2.977
H 0.923 -5.431 -1.003
H -4.629 2.588 -0.928
C -2.022 3.866 -0.910
H -0.934 0.994 2.662
H -1.225 4.325 -0.310
H 2.322 3.269 -1.814
H -0.509 2.784 4.567
S -1.612 -1.339 1.372
C 0.493 -2.105 4.591
H 0.777 -1.116 4.967
H -0.570 -2.851 6.331
C -0.983 -0.991 2.938
C -2.112 -2.334 -5.184
H -3.806 3.090 1.373
H -0.952 1.208 -4.480
H 1.457 -0.149 -3.955
H 0.790 0.678 0.875
N -0.778 -2.006 3.814
H 0.758 4.085 -2.004
C 3.416 0.592 -0.260
S -1.851 -1.053 -2.831
H 2.214 1.376 -4.502
C 0.144 -3.951 -4.819
H 1.409 2.943 2.092
H 0.822 1.723 5.111
P 2.202 0.967 0.999
H 1.038 -4.565 -4.696
P 0.622 1.757 -2.705
C 0.316 -3.089 5.731
H -2.429 -3.436 -7.003
C -0.533 2.138 -4.078
H 0.011 2.669 -4.870
H 2.732 -1.017 2.238
H -0.001 -4.524 0.344
H -1.072 -2.914 3.443
C 2.635 0.049 2.479
H 3.324 1.233 -1.146
C 0.952 -4.731 -0.161
H -0.498 2.139 6.211
Pm -0.565 0.003 -0.772
H 4.418 0.757 0.169
C -1.327 -2.180 -4.018
C 1.447 3.370 -2.467
H -2.114 3.035 1.954
C -0.166 -2.981 -3.864
C -2.888 2.487 1.400
H -2.968 -1.674 -5.316
H -2.943 4.455 -0.805
H 3.369 -0.457 -0.582
H -0.471 -4.937 -6.655
H 1.857 0.155 3.245
H 1.191 -3.045 6.386
H 2.057 -3.425 1.088
H 0.228 -4.115 5.358
H 2.752 0.587 -2.988
C 2.156 2.728 1.317
H 1.294 -2.440 3.911
H -3.094 1.539 1.915
C -3.923 1.768 -1.117
C -0.690 -4.150 -5.930
C 1.888 0.804 -3.624
H -3.783 1.631 -2.197
*
```

For each atom in turn, the Löwdin charge in e is: number 1, C, carries -0.21; number 2, H, carries 0.08; number 3, H, carries 0.02; number 4, N, carries -0.01; number 5, H, carries 0.10; number 6, H, carries 0.10; number 7, H, carries 0.06; number 8, C, carries -0.05; number 9, H, carries 0.14; number 10, H, carries 0.05; number 11, H, carries 0.04; number 12, C, carries -0.07; number 13, P, carries 0.68; number 14, H, carries 0.11; number 15, C, carries -0.09; number 16, H, carries 0.06; number 17, H, carries 0.08; number 18, H, carries 0.07; number 19, H, carries 0.07; number 20, C, carries -0.25; number 21, H, carries 0.08; number 22, H, carries 0.05; number 23, H, carries 0.03; number 24, H, carries 0.07; number 25, S, carries 0.59; number 26, C, carries -0.23; number 27, H, carries 0.10; number 28, H, carries 0.09; number 29, C, carries -0.76; number 30, C, carries -0.11; number 31, H, carries 0.08; number 32, H, carries 0.03; number 33, H, carries 0.05; number 34, H, carries -0.07; number 35, N, carries 0.03; number 36, H, carries 0.04; number 37, C, carries -0.17; number 38, S, carries 0.54; number 39, H, carries 0.08; number 40, C, carries -0.07; number 41, H, carries 0.07; number 42, H, carries 0.07; number 43, P, carries 0.87; number 44, H, carries 0.11; number 45, P, carries 0.67; number 46, C, carries -0.06; number 47, H, carries 0.12; number 48, C, carries -0.25; number 49, H, carries 0.07; number 50, H, carries 0.07; number 51, H, carries 0.05; number 52, H, carries 0.14; number 53, C, carries -0.18; number 54, H, carries 0.04; number 55, C, carries -0.05; number 56, H, carries 0.10; number 57, Pm, carries 0.74; number 58, H, carries 0.11; number 59, C, carries -0.70; number 60, C, carries -0.26; number 61, H, carries 0.04; number 62, C, carries -0.13; number 63, C, carries -0.27; number 64, H, carries 0.11; number 65, H, carries 0.08; number 66, H, carries 0.08; number 67, H, carries 0.12; number 68, H, carries 0.03; number 69, H, carries 0.10; number 70, H, carries 0.01; number 71, H, carries 0.09; number 72, H, carries 0.02; number 73, C, carries -0.17; number 74, H, carries 0.12; number 75, H, carries 0.04; number 76, C, carries -0.24; number 77, C, carries -0.04; number 78, C, carries -0.24; number 79, H, carries 0.05

***

C22H50Be2Br2FInN2O4PS | ωB97M-V/def2-TZVPD

- highest occupied orbital energy (eV) = -9.078
- LUMO level (eV) = -6.3
- energy (eV) = -203679.5030
- HOMO-LUMO gap (Eh) = 0.10318

```
! wB97M-V def2-TZVPD RIJCOSX def2/J DEFGRID3
* xyz 1 1
C 1.178 2.197 -3.959
O 0.013 -5.844 -0.270
H -1.744 2.383 3.825
H -0.430 3.210 3.031
H 3.876 -0.613 -2.541
H -0.561 9.086 2.260
H -2.738 -6.637 2.748
H 1.877 4.791 1.072
H -0.981 1.278 1.195
H 0.250 -0.572 0.534
C -1.914 -6.110 2.271
Br 3.024 9.043 4.771
H 2.759 -2.579 -2.133
H -1.483 1.462 -4.175
H -4.245 -2.293 -0.251
C 0.996 -1.360 0.662
C 0.321 3.114 -3.060
C -1.878 1.729 -3.196
C -0.819 2.416 -2.318
H 0.501 -2.105 1.284
H 2.576 -1.604 2.168
H 1.548 0.505 4.370
H 1.515 2.770 -4.821
C -0.779 1.250 2.267
H -0.317 -8.652 -0.506
C -2.431 0.496 -2.484
H -3.095 -5.204 0.712
N 1.975 4.306 1.965
O -1.295 -7.091 1.402
H 3.439 0.187 -1.062
H 0.585 1.371 -4.350
C 3.049 -0.476 -1.841
H -3.541 1.867 -1.211
H 3.404 -2.159 -0.552
C 1.920 0.262 -2.543
O 1.028 -6.477 1.900
C 1.257 -2.002 -0.725
H -1.211 -5.826 3.055
H 2.456 4.921 2.621
H -1.978 3.066 2.207
C 0.146 8.262 2.150
H -3.280 -1.263 0.797
N 1.536 7.986 4.263
H 2.704 2.292 -2.463
S 0.141 -6.769 0.816
C -1.276 2.555 2.857
H 3.685 2.050 0.121
P 2.770 2.890 1.865
H 0.726 8.393 1.238
H -2.701 2.427 -3.356
H 1.218 0.556 -1.762
H 1.030 -3.067 -0.670
C -3.571 -1.440 -0.239
H -4.870 0.239 -0.024
H -0.447 1.710 -1.573
In 1.378 0.776 2.666
Be -0.967 -10.079 2.258
H -1.618 -4.327 1.079
C -3.146 0.852 -1.167
H 0.982 3.535 -2.299
H -2.392 0.800 -0.377
C 0.931 8.126 3.256
C 2.363 1.566 -3.207
H 0.554 -9.085 1.011
H -1.598 -0.174 -2.255
O 3.028 2.742 0.313
Br -0.769 5.407 1.528
H 1.416 -0.342 -3.296
C 0.478 -8.368 0.179
C 2.213 -0.882 1.445
H -0.082 3.920 -3.672
F -1.520 0.188 2.756
H -4.843 -0.400 -1.662
C -4.220 -0.169 -0.798
H 1.426 -8.302 -0.354
H 3.201 1.388 -3.884
H -2.681 -1.700 -0.811
H 0.530 -1.589 -1.423
H -1.342 3.190 -1.750
C 2.651 -1.862 -1.319
H -0.527 7.201 1.977
H -3.134 -0.021 -3.139
H -2.976 -4.248 2.205
C -2.431 -4.900 1.521
Be 4.152 -3.702 0.025
H 3.021 -0.470 0.852
*
```

For each atom in turn, the Löwdin charge in e is: number 1, C, carries -0.19; number 2, O, carries -0.29; number 3, H, carries 0.09; number 4, H, carries -0.03; number 5, H, carries 0.12; number 6, H, carries 0.12; number 7, H, carries 0.12; number 8, H, carries 0.03; number 9, H, carries 0.06; number 10, H, carries 0.06; number 11, C, carries -0.24; number 12, Br, carries 0.77; number 13, H, carries 0.11; number 14, H, carries 0.10; number 15, H, carries 0.07; number 16, C, carries -0.26; number 17, C, carries -0.19; number 18, C, carries -0.20; number 19, C, carries -0.21; number 20, H, carries 0.11; number 21, H, carries 0.04; number 22, H, carries -0.07; number 23, H, carries 0.11; number 24, C, carries -0.43; number 25, H, carries 0.08; number 26, C, carries -0.21; number 27, H, carries 0.09; number 28, N, carries -0.19; number 29, O, carries -0.35; number 30, H, carries 0.08; number 31, H, carries 0.09; number 32, C, carries -0.19; number 33, H, carries 0.11; number 34, H, carries -0.13; number 35, C, carries -0.21; number 36, O, carries -0.28; number 37, C, carries -0.19; number 38, H, carries 0.12; number 39, H, carries 0.07; number 40, H, carries 0.02; number 41, C, carries -0.12; number 42, H, carries 0.07; number 43, N, carries -0.29; number 44, H, carries 0.09; number 45, S, carries 0.49; number 46, C, carries -0.18; number 47, H, carries 0.07; number 48, P, carries 0.93; number 49, H, carries 0.12; number 50, H, carries 0.11; number 51, H, carries 0.09; number 52, H, carries 0.10; number 53, C, carries -0.10; number 54, H, carries 0.10; number 55, H, carries 0.08; number 56, In, carries 0.68; number 57, Be, carries 0.36; number 58, H, carries 0.06; number 59, C, carries -0.22; number 60, H, carries 0.09; number 61, H, carries 0.08; number 62, C, carries -0.23; number 63, C, carries -0.20; number 64, H, carries -0.08; number 65, H, carries 0.10; number 66, O, carries -0.24; number 67, Br, carries 0.21; number 68, H, carries 0.13; number 69, C, carries -0.19; number 70, C, carries -0.26; number 71, H, carries 0.11; number 72, F, carries -0.06; number 73, H, carries 0.10; number 74, C, carries -0.25; number 75, H, carries 0.08; number 76, H, carries 0.11; number 77, H, carries 0.06; number 78, H, carries 0.09; number 79, H, carries 0.11; number 80, C, carries -0.30; number 81, H, carries -0.14; number 82, H, carries 0.11; number 83, H, carries 0.08; number 84, C, carries -0.07; number 85, Be, carries 0.38; number 86, H, carries 0.00

***

Question: What is the energy in the first record?
Answer: -92656.0972 eV